No. 1
The following is a quantum chemistry calculation of C6H9FO in the gas phase at a distorted geometry, from the Open Molecules 2025 dataset.

Last column: natural (NBO) charge in e.
CARTESIAN COORDINATES (ANGSTROEM)
C1 -0.2265 -1.0430 1.0264  -0.653
C2 -0.4849 0.2489 0.2659  0.022
C3 -1.9107 0.4173 -0.1390  -0.087
C4 0.4260 1.1121 -0.1525  -0.234
C5 1.9186 0.9473 -0.0029  -0.319
C6 2.6209 -0.1237 -0.4347  0.244
H1 -0.2301 -1.7860 0.2172  0.250
H2 0.7205 -1.1756 1.5043  0.226
H3 -1.0705 -1.1418 1.7297  0.210
H4 -2.1922 1.3504 -0.7123  0.171
H5 -2.6377 0.4502 0.7526  0.160
H6 -3.1025 -0.6823 -1.2752  0.470
H7 0.0817 1.9681 -0.7760  0.213
H8 2.5506 1.8028 0.2647  0.225
H9 3.6610 -0.2587 -0.7100  0.181
O1 -2.1600 -0.7372 -0.9507  -0.726
F1 2.0359 -1.3487 -0.6074  -0.353

Cartesian forces, eV/Å:
-1.09 0.47 -1.02
0.28 0.03 0.61
-1.79 0.44 0.24
0.96 0.33 -0.12
0.54 -0.52 -1.05
-1.06 -0.16 0.68
-0.47 -0.28 0.61
0.54 0.52 0.42
0.44 -0.52 -0.25
0.93 -0.72 0.46
1.11 -0.32 -0.86
1.55 -0.18 0.52
0.50 -0.54 0.62
-0.40 -0.13 -0.42
0.10 0.62 0.59
-2.03 0.26 -0.55
-0.11 0.68 -0.48

Its molecular weight is 116.14 g/mol. The value obtained for the energy above the lowest of the compared OMol25 structures with the same formula, charge and spin is 124.7 kJ/mol. The structure (SMILES) is C/C(=C\C=C/F)CO. As for the HOMO energy: -8.92 eV.



No. 2
The following is a quantum chemistry calculation of C6H5CuNO3 as an isolated structure at a distorted geometry, from the Open Molecules 2025 dataset.

Last column: natural (NBO) charge in e.
CARTESIAN COORDINATES (ANGSTROEM)
O1 0.0103 4.3013 -1.5955  -0.440
C1 -0.0421 3.2942 -1.0588  0.443
Cu1 -0.0007 -1.4187 0.6107  1.288
C2 1.5197 -1.4756 -0.3759  0.452
C3 -1.5196 -1.4698 -0.3698  0.430
O2 2.4384 -1.3526 -1.0534  -0.204
O3 -2.4654 -1.3280 -1.0142  -0.199
C4 -0.5370 -0.3363 5.5429  -0.582
C5 0.5244 0.3265 4.6465  -0.572
C6 0.3326 -0.0503 3.2631  0.716
N1 0.1517 -0.4087 2.1741  -0.715
H1 -1.5162 0.0826 5.3101  0.239
H2 -0.3172 -0.1772 6.6005  0.277
H3 -0.5626 -1.4089 5.3430  0.227
H4 0.4567 1.4196 4.7168  0.316
H5 1.5273 0.0019 4.9615  0.323

Cartesian forces, eV/Å:
-0.13 -2.39 1.30
0.13 2.32 -1.28
0.05 0.86 3.37
5.91 0.37 -4.89
-6.69 0.38 -5.23
-3.88 -0.62 3.05
4.44 -0.75 3.16
-0.53 -0.42 -0.20
-0.02 0.32 0.09
0.19 -0.04 0.30
0.20 -0.16 0.65
0.02 -0.04 0.15
0.13 0.10 -0.26
-0.04 0.04 0.22
0.22 -0.09 -0.12
0.00 0.12 -0.29

Its molecular weight is 202.66 g/mol. As for the total charge: +2. As for the HOMO energy (alpha / beta): -18.55 / -18.55 eV. The spin multiplicity is 2.



No. 3
The following is a quantum chemistry calculation of a 2-piece molecular cluster, C28H57N6O3 overall at a distorted geometry, from the Open Molecules 2025 dataset.

Last column: Löwdin charge in e.
CARTESIAN COORDINATES (ANGSTROEM)
C1 -0.8331 -4.6629 0.7073  -0.136
C2 -0.9043 -3.0082 0.4707  -0.182
C3 0.3501 -2.4902 -0.5138  -0.267
C4 1.5452 -1.7171 0.3673  -0.204
N1 2.7208 -2.6159 0.6896  -0.030
O1 0.0084 -1.9617 -1.7657  -0.126
C5 -0.5214 -0.6563 -2.0040  -0.293
C6 -1.5514 -0.0175 -0.9269  -0.081
C7 -1.0236 0.3794 0.5598  -0.256
N2 -1.8425 1.6150 0.9947  -0.052
N3 -1.4404 -0.9267 -3.2245  0.062
C8 -2.1935 -2.0082 -3.1896  -0.263
C9 -3.8207 -1.8357 -2.8227  -0.073
C10 -1.8492 -3.5712 -3.6769  -0.045
C11 0.5797 0.4261 -2.6880  -0.266
C12 -0.0557 1.3581 -3.8793  -0.205
C13 -1.4532 2.1044 -3.7808  -0.157
C14 1.5261 -0.6164 -3.6042  -0.107
C15 2.7963 -1.3379 -2.9390  -0.324
C16 4.1593 -0.9757 -3.8440  -0.106
C17 2.7501 -3.0111 -3.0111  -0.089
N4 1.3126 1.2964 -1.7500  -0.082
C18 0.6432 2.5780 -1.3094  -0.233
C19 1.2253 3.1525 0.1575  -0.104
C20 2.6751 1.7990 -2.1144  -0.176
O2 3.5924 1.3382 -1.0172  -0.090
C21 4.9873 1.6666 -1.3075  -0.304
C22 5.5795 2.9853 -2.0724  -0.033
O3 5.9148 0.7619 -0.8844  -0.054
H1 -1.8532 -5.0801 1.1348  0.079
H2 -0.6700 -5.1173 -0.3802  0.081
H3 0.1075 -4.9641 1.3390  0.082
H4 -1.9619 -2.8266 -0.0370  0.107
H5 -0.8429 -2.5505 1.5529  0.084
H6 0.8924 -3.5393 -0.7373  0.143
H7 1.0370 -1.4597 1.4169  0.104
H8 1.8503 -0.6818 -0.0912  0.097
H9 3.4661 -2.5928 -0.0393  0.056
H10 3.1211 -2.3949 1.6499  0.085
H11 -2.4246 -0.8027 -0.7005  0.108
H12 -2.1318 0.9376 -1.3475  0.123
H13 -1.2415 -0.4156 1.4081  0.096
H14 0.1101 0.6527 0.6481  0.088
H15 -1.5626 1.7596 1.9905  0.033
H16 -2.8590 1.3064 1.0587  0.082
H17 -4.2574 -2.7645 -2.2587  0.077
H18 -4.3320 -1.6713 -3.8893  0.099
H19 -3.9718 -0.8105 -2.2520  0.072
H20 -2.1748 -3.7811 -4.7834  0.093
H21 -0.7266 -3.8492 -3.4417  0.072
H22 -2.4979 -4.2601 -2.9497  0.082
H23 0.7777 2.1880 -4.1014  0.127
H24 -0.0884 0.7402 -4.9049  0.132
H25 -2.3146 1.3737 -4.1702  0.086
H26 -1.8306 2.5463 -2.7816  0.055
H27 -1.4645 3.0029 -4.5684  0.095
H28 1.9744 0.0736 -4.4744  0.113
H29 0.9045 -1.4254 -4.1725  0.130
H30 3.0818 -1.0656 -1.8445  0.104
H31 4.9671 -1.8525 -3.7849  0.093
H32 3.8783 -0.8620 -4.9921  0.093
H33 4.6608 0.0317 -3.5317  0.054
H34 1.6473 -3.3399 -3.2958  0.066
H35 3.4267 -3.3896 -3.9164  0.088
H36 3.0315 -3.5174 -1.9945  0.068
H37 -0.5066 2.5063 -1.0944  0.087
H38 0.7048 3.4546 -2.1219  0.136
H39 0.3946 3.7163 0.7636  0.066
H40 1.6499 2.2612 0.8289  0.084
H41 2.0688 3.9602 -0.0695  0.080
H42 2.8047 2.9876 -2.0824  0.137
H43 3.1107 1.5122 -3.1534  0.132
H44 4.9628 3.9547 -1.7488  0.096
H45 6.7323 3.1588 -1.9157  0.108
H46 5.3803 2.8872 -3.2452  0.105
C23 -4.2768 1.0443 8.7785  -0.065
C24 -4.4048 0.6466 7.3199  -0.162
N5 -3.2125 1.0173 6.5485  -0.047
C25 -2.5052 0.2015 5.6772  0.024
C26 -1.5301 0.9749 5.1171  0.003
N6 -1.6432 2.2329 5.6728  -0.091
C27 -2.6609 2.2453 6.5457  0.004
C28 -0.8001 3.3837 5.3594  0.028
H47 -4.1170 2.1223 8.8789  0.072
H48 -5.1851 0.7884 9.3310  0.094
H49 -3.4264 0.5368 9.2438  0.092
H50 -5.2615 1.1527 6.8617  0.136
H51 -4.5680 -0.4344 7.2408  0.134
H52 -2.7794 -0.8340 5.5369  0.143
H53 -0.7662 0.7831 4.3824  0.135
H54 -2.9865 3.0968 7.1303  0.173
H55 -0.2869 3.7099 6.2626  0.108
H56 -1.4311 4.1860 4.9694  0.110
H57 -0.0660 3.0998 4.6026  0.104

Cartesian forces, eV/Å:
0.24 0.47 -1.38
-0.39 -1.06 0.17
1.81 -2.45 2.54
-1.02 0.87 1.12
-0.28 0.86 0.40
0.17 0.91 0.96
-1.44 1.60 -2.63
-1.11 -0.51 1.50
-0.11 0.28 0.85
-0.23 -1.37 0.74
-1.31 -2.93 2.86
-0.75 0.80 -1.07
0.60 0.76 -1.34
-0.12 0.05 1.88
-0.50 -1.60 -2.39
0.61 0.34 -1.43
-1.76 0.21 -1.47
1.23 1.10 -0.66
2.22 -1.31 -0.59
0.09 -0.15 -0.45
-1.11 0.23 -0.87
1.45 2.28 0.12
-2.09 1.57 1.41
0.59 0.13 -0.49
0.96 0.92 -0.23
3.04 1.36 -2.37
4.66 -4.99 2.39
-1.56 0.62 -0.67
-6.08 5.72 -2.45
2.27 0.88 -0.70
-0.45 0.72 2.35
-1.98 0.60 -1.06
2.27 -0.06 1.12
-0.27 -0.55 -2.28
-1.17 2.43 0.08
1.16 -0.51 -2.16
-0.63 -1.95 0.53
-0.85 0.25 1.02
-0.60 -0.23 -2.06
2.01 1.56 -0.80
1.74 -2.16 0.62
0.62 0.97 -2.19
-2.18 -0.46 -0.52
-0.41 0.11 -0.98
1.63 0.47 -0.18
0.79 1.83 -1.20
0.80 -0.63 2.34
0.38 -2.32 -1.08
0.72 0.62 2.17
-2.24 0.80 -0.86
1.27 1.36 -1.75
-1.61 -1.79 0.64
-0.02 1.22 2.46
1.92 1.54 1.04
1.02 -0.81 -1.53
0.16 -1.87 1.74
-1.01 -1.42 1.89
0.71 1.75 1.41
-0.92 -0.14 -1.98
-1.74 2.11 0.09
0.44 -0.35 2.36
-0.84 -1.88 -0.45
2.21 0.58 0.79
-1.34 0.74 2.22
-0.37 0.92 -2.08
2.25 -0.55 -0.59
0.10 -1.91 1.68
1.39 -1.19 -1.37
-0.79 2.03 -1.62
-1.57 -1.91 0.72
-0.88 -2.51 -0.11
-1.04 -0.13 1.88
1.41 -2.11 -0.57
-2.56 -0.81 0.01
0.41 0.02 2.54
0.26 0.13 0.19
-0.63 -0.07 0.27
0.69 0.34 -0.19
-0.14 0.56 0.08
-0.28 0.18 0.37
-0.45 -0.23 0.31
0.14 -0.92 -0.62
0.03 0.27 -0.10
-0.12 -0.13 0.07
0.14 0.02 -0.17
-0.15 0.03 -0.02
0.13 -0.17 0.01
0.24 0.28 -0.21
0.10 0.18 -0.04
-0.06 -0.22 0.06
0.08 -0.20 -0.17
0.02 0.02 -0.10
0.19 -0.08 0.04
-0.16 0.01 0.16

Its molecular weight is 525.80 g/mol. As for the total charge: +1. As for the HOMO energy: -9.15 eV.



No. 4
The following is a quantum chemistry calculation of a 2-piece molecular cluster, C2H8N2O2 overall at a distorted geometry, from the Open Molecules 2025 dataset.

Last column: natural (NBO) charge in e.
CARTESIAN COORDINATES (ANGSTROEM)
C1 -0.5907 -0.5159 0.1135  -0.422
N1 0.0112 0.7512 -0.2932  -0.630
C2 0.3978 1.7777 0.5630  0.761
N2 1.5995 2.3387 0.4094  -0.849
O1 -0.2375 2.0345 1.5999  -0.666
H1 -1.2050 -0.1959 0.9911  0.240
H2 -1.1662 -0.8201 -0.8150  0.211
H3 0.2017 -1.3326 0.4472  0.187
H4 0.7486 0.6858 -0.9345  0.358
H5 1.9058 2.6657 -0.5697  0.391
H6 1.7492 3.0060 1.2006  0.418
H7 -1.4345 -4.6829 -1.0269  0.465
H8 -1.1397 -5.8411 -1.9131  0.466
O2 -0.9846 -4.8702 -1.8814  -0.930

Cartesian forces, eV/Å:
0.37 0.01 0.24
0.87 1.43 0.10
-3.13 -1.99 3.29
2.53 2.53 -1.99
0.30 -0.37 -1.18
0.08 -0.90 -0.81
0.37 -0.25 1.61
-1.58 1.65 -0.75
0.84 -0.81 -1.38
-0.55 -0.72 2.32
-0.09 -0.59 -1.46
0.50 0.27 -0.80
0.36 0.84 -0.37
-0.86 -1.10 1.18

Its molecular weight is 92.10 g/mol. The value obtained for the energy above the lowest of the compared OMol25 structures with the same formula, charge and spin is 116.3 kJ/mol. The structure (SMILES) is CNC(N)=O.O. As for the HOMO energy: -9.61 eV.



E_tot
In order: -11130.819 -58553.637 -45023.309 -9278.705
Unit: eV